Computed, not measured: a molecular structure, C28H44BrClKN3O4SbSi3, with wB97M-V/def2-TZVPD.

Positions of all 86 atoms, in Å:
K -0.143 0.235 -0.247
O 1.599 -0.799 -3.624
Cl 0.418 -1.225 -2.934
O -0.260 -2.262 -3.653
O 0.777 -1.714 -1.611
O -0.478 -0.091 -2.763
C 1.439 4.737 -3.128
C 2.216 3.607 -2.514
C 3.599 3.534 -2.574
C 4.273 2.496 -1.952
C 3.501 1.562 -1.287
Br 4.348 0.137 -0.342
N 2.193 1.591 -1.226
C 1.561 2.590 -1.830
H 2.075 5.353 -3.763
H 1.016 5.370 -2.346
H 0.609 4.362 -3.727
H 4.157 4.300 -3.102
H 5.350 2.414 -1.975
H 0.478 2.605 -1.758
C -2.370 -0.634 1.798
Sb -1.987 1.304 2.770
C -1.161 2.530 1.252
C 0.076 3.236 1.259
C 1.331 2.698 1.659
C 2.484 3.431 1.523
C 2.435 4.720 0.996
C 1.184 5.193 0.639
N 0.049 4.517 0.765
Si -2.533 3.295 0.296
C -2.055 3.747 -1.477
C -3.893 1.992 0.029
C -3.462 4.736 1.084
C -0.427 0.693 4.284
C 0.664 -0.216 3.792
C 1.676 -0.674 4.650
C 2.613 -1.589 4.208
C 2.548 -2.043 2.898
C 1.557 -1.502 2.103
N 0.645 -0.623 2.515
Si -1.475 -0.301 5.540
C -2.151 -1.908 4.836
C -0.538 -0.925 7.058
C -2.966 0.677 6.137
Si 0.229 2.277 5.146
C 2.082 2.513 4.939
C -0.686 3.809 4.572
C 0.093 2.322 7.037
H -3.425 -0.868 1.945
H -1.750 -1.439 2.179
H -2.226 -0.569 0.719
H 1.384 1.677 2.015
H 3.435 2.987 1.804
H 3.321 5.327 0.870
H 1.085 6.198 0.231
H -1.809 2.847 -2.049
H -1.211 4.435 -1.508
H -2.901 4.223 -1.983
H -3.540 1.144 -0.565
H -4.710 2.456 -0.533
H -4.330 1.597 0.951
H -2.799 5.589 1.240
H -3.856 4.431 2.057
H -4.303 5.054 0.461
H 1.716 -0.318 5.670
H 3.382 -1.942 4.885
H 3.249 -2.760 2.496
H 1.472 -1.824 1.069
H -1.372 -2.500 4.351
H -2.970 -1.778 4.130
H -2.526 -2.492 5.683
H 0.132 -1.742 6.786
H -1.295 -1.342 7.729
H 0.026 -0.183 7.620
H -3.675 0.831 5.323
H -2.737 1.654 6.560
H -3.461 0.082 6.911
H 2.433 2.487 3.913
H 2.642 1.778 5.519
H 2.322 3.500 5.347
H -0.595 4.000 3.501
H -0.268 4.666 5.107
H -1.751 3.754 4.812
H 0.835 1.674 7.509
H -0.878 2.108 7.480
H 0.356 3.350 7.307

- ΔE to the lowest compared entry with this formula, charge and spin: 1.0 kcal/mol
- Spin multiplicity: 1
- Charge: -1
- HOMO: -3.7 eV